1.
Computed, not measured: a 14-piece molecular cluster, C43H84F3O41 overall in a non-equilibrium geometry, with ωB97M-V with the def2-TZVPD basis set.

Structure (ORCA input):
```
! RIJCOSX wB97M-V def2-TZVPD def2/J DEFGRID3
* xyz -1 1
C 0.4597 -0.7762 -0.4412
O 0.1827 -2.1259 -0.9692
O 1.8711 -0.5677 -0.3797
C -0.5843 0.2728 -1.1173
F -1.8346 -0.2246 -0.9151
F -0.6038 1.5895 -0.7617
F -0.5923 0.2993 -2.4892
C -0.6854 -2.9585 -0.1990
C -0.8426 -4.2957 -0.9334
H -1.3652 -4.3251 -1.8895
H 0.1186 -4.7883 -1.0805
H -1.3693 -5.0319 -0.3263
H -1.7129 -2.5963 -0.1636
H -0.3272 -3.1583 0.8109
H 0.0947 -0.7191 0.5843
C 10.8515 5.0470 7.4579
O 9.7637 4.1817 7.0170
C 8.5417 4.6907 6.7882
O 8.0806 5.7949 7.0993
O 7.7990 3.7367 6.2092
C 6.5412 4.1145 5.7303
H 10.7009 5.2891 8.5100
H 11.1094 5.8585 6.7775
H 11.7440 4.4259 7.5337
H 6.3047 3.5003 4.8614
H 6.6260 5.1596 5.4325
H 5.7710 3.9981 6.4927
C 7.7685 7.8387 -8.8627
O 6.3641 7.6820 -8.8528
C 5.6215 7.3238 -7.8244
O 6.0318 6.8256 -6.7501
O 4.2841 7.5416 -8.1748
C 3.1717 7.0319 -7.4284
H 8.3178 7.0754 -8.3116
H 8.0085 8.7729 -8.3551
H 8.0905 7.9124 -9.9014
H 3.2569 7.2377 -6.3614
H 3.1105 5.9538 -7.5767
H 2.2731 7.4388 -7.8922
C -5.0629 -0.2244 -7.4877
O -5.0167 1.2378 -7.7669
C -5.3300 1.7212 -8.9187
O -5.5212 1.0956 -9.9759
O -5.3620 3.0573 -8.7381
C -5.4193 3.7969 -9.9399
H -4.5717 -0.3379 -6.5213
H -4.5109 -0.8272 -8.2089
H -6.0933 -0.5261 -7.3001
H -6.4414 3.8350 -10.3170
H -4.7629 3.4469 -10.7366
H -4.9949 4.7853 -9.7642
C -3.9575 0.7453 5.9263
O -2.6506 0.5036 6.3551
C -2.1881 0.9691 7.4810
O -2.7799 1.7231 8.2234
O -0.9355 0.4677 7.5545
C -0.1239 0.5735 8.6930
H -4.1096 1.7880 5.6474
H -4.6547 0.3985 6.6889
H -4.0449 0.2647 4.9519
H -0.0945 1.5940 9.0750
H 0.8536 0.1196 8.5300
H -0.4962 0.0009 9.5425
C -1.5906 8.3871 4.2783
O -1.5820 9.8119 4.5037
C -2.7579 10.3780 4.8298
O -3.7919 9.7685 4.9426
O -2.6033 11.6633 5.0208
C -3.7637 12.4227 5.3071
H -1.8642 7.8050 5.1584
H -0.5584 8.0770 4.1157
H -2.2626 8.1611 3.4504
H -3.4324 13.1941 6.0023
H -4.6744 11.9635 5.6916
H -3.9784 12.9256 4.3642
C -10.7358 -15.5525 0.0527
O -9.6545 -14.7108 -0.2046
C -9.5611 -13.4875 0.2725
O -10.4234 -12.8994 0.8790
O -8.4154 -13.0487 -0.0880
C -8.1565 -11.6820 0.0100
H -11.6085 -15.1585 0.5736
H -10.4568 -16.4312 0.6342
H -11.0807 -15.9609 -0.8972
H -8.9715 -10.9806 -0.1686
H -7.2153 -11.4437 -0.4854
H -7.8705 -11.6278 1.0604
C 4.9083 -9.9044 2.9594
O 6.2892 -9.8936 2.4906
C 6.8337 -8.9541 1.7419
O 6.3258 -7.8729 1.3196
O 8.0366 -9.4530 1.4100
C 9.0003 -8.6095 0.7809
H 4.5928 -10.9407 3.0805
H 4.2103 -9.3058 2.3739
H 4.9209 -9.5672 3.9958
H 8.6041 -8.2702 -0.1761
H 9.9692 -9.0798 0.6131
H 9.1929 -7.7539 1.4282
C 7.1935 1.3106 -10.2768
O 5.8147 1.5535 -10.3027
C 4.9850 0.7871 -9.4456
O 5.4137 0.0017 -8.6457
O 3.7281 0.9781 -9.8245
C 2.7165 0.2224 -9.3170
H 7.6785 1.2415 -9.3031
H 7.6660 2.1012 -10.8597
H 7.4525 0.4205 -10.8503
H 2.3040 -0.4559 -10.0639
H 1.9265 0.9647 -9.2029
H 2.7843 -0.2245 -8.3251
C -4.7608 8.5727 -3.1063
O -4.3805 9.7415 -2.3460
C -3.8177 10.7642 -3.0826
O -3.4075 10.7474 -4.1769
O -3.6843 11.8587 -2.2490
C -3.1290 13.1337 -2.4888
H -3.9782 8.1453 -3.7331
H -5.6287 8.7924 -3.7281
H -5.1263 7.8077 -2.4212
H -4.0248 13.7161 -2.7044
H -2.4230 13.1825 -3.3179
H -2.6919 13.3154 -1.5070
C -4.0240 -6.6449 6.1592
O -5.3563 -6.2864 5.8842
C -6.1586 -5.8095 6.7744
O -5.8706 -5.4535 7.9099
O -7.3645 -5.8647 6.2079
C -8.4746 -5.7397 6.9626
H -3.9867 -7.4416 6.9022
H -3.4790 -5.7851 6.5489
H -3.4882 -6.9968 5.2777
H -8.5565 -4.6952 7.2631
H -8.3668 -6.3803 7.8379
H -9.4256 -5.9505 6.4735
C 4.4616 8.7436 -0.0466
O 5.2733 9.2058 1.0243
C 6.5684 8.9587 1.1856
O 7.2911 8.1728 0.5989
O 6.9982 9.8220 2.0691
C 8.3551 10.0070 2.3531
H 4.5229 7.6553 -0.0499
H 4.8280 9.2042 -0.9640
H 3.4520 9.0991 0.1597
H 8.8317 10.7593 1.7246
H 8.9579 9.1004 2.2998
H 8.3622 10.2267 3.4207
C -9.1322 -7.3072 -5.1623
O -8.6648 -8.5136 -5.8174
C -7.4153 -8.6242 -6.2917
O -6.5725 -7.7367 -6.2786
O -7.2106 -9.9348 -6.5712
C -5.9577 -10.3441 -7.0532
H -9.8405 -7.8132 -4.5062
H -9.6166 -6.6109 -5.8469
H -8.3842 -6.7957 -4.5567
H -5.0891 -10.0556 -6.4612
H -5.8044 -9.8210 -7.9971
H -5.9272 -11.4104 -7.2774
C 5.5688 -7.2459 9.6159
O 5.9776 -6.4577 8.5417
C 5.0827 -5.7653 7.8539
O 3.8878 -5.8434 7.8756
O 5.7824 -4.9755 6.9823
C 5.2038 -4.1611 5.9638
H 4.8608 -8.0143 9.3054
H 5.2231 -6.6495 10.4602
H 6.4053 -7.8649 9.9402
H 4.7627 -3.2634 6.3970
H 4.4488 -4.6639 5.3595
H 5.9030 -3.9171 5.1640
*
```

Properties
* Kohn-Sham gap: 4.805 eV
* LUMO energy: 1.50 eV
* total energy: -5073.1061 hartree

Atomic partial charges in e from the Löwdin method, atoms 1 to 4: -0.430, -0.117, -0.307, -0.483

=====

2.
Computed, not measured: a 5-piece molecular cluster, C43H84N7O6P overall in a non-equilibrium geometry, with ωB97M-V with the def2-TZVPD basis set.

Structure (ORCA input):
```
! RIJCOSX wB97M-V def2-TZVPD def2/J DEFGRID3
* xyz 0 5
N -4.7884 -1.8958 -4.8094
C -4.1004 -1.8169 -3.8962
C -3.2398 -1.6014 -2.7193
C -1.8576 -1.0975 -3.2052
C -1.1949 -0.0349 -2.3280
C -0.7682 -0.4495 -0.9324
N -1.9258 -0.7810 -0.0870
C -3.2120 -2.8431 -1.7643
C -1.8874 -3.3861 -1.5658
N -0.9005 -3.9553 -1.4340
P -4.3900 -4.2609 -2.2661
O -4.5448 -4.9714 -0.7886
O -3.3573 -5.2763 -2.9667
H -3.7160 -0.7861 -2.1665
H -2.0132 -0.6270 -4.1806
H -1.1801 -1.9368 -3.3795
H -0.2853 0.2549 -2.8661
H -1.8244 0.8621 -2.2785
H -0.0784 -1.2976 -0.9593
H -0.1974 0.3822 -0.4985
H -1.6172 -0.9748 0.8583
H -2.5613 0.0082 -0.0546
H -3.5726 -2.5211 -0.7845
H -5.0570 -4.3995 -0.2030
H -2.4448 -5.2552 -2.6296
C -11.7146 -3.7103 -3.4888
C -11.4966 -2.2058 -3.7559
C -11.5500 -1.8853 -5.2553
C -10.3125 -2.3310 -6.0290
C -9.0506 -1.7471 -5.3980
C -8.9169 -2.0872 -3.9127
N -10.1903 -1.7230 -3.1963
O -10.2297 -0.4755 -2.8997
C -8.5510 -3.5736 -3.7574
C -7.7711 -1.3008 -3.2936
C -12.6350 -1.4726 -3.0549
H -12.2546 -3.8505 -2.5518
H -12.3074 -4.1573 -4.2878
H -10.7992 -4.2812 -3.4021
H -11.6639 -0.8031 -5.3742
H -12.4509 -2.3424 -5.6704
H -10.2599 -3.4228 -6.0691
H -10.3914 -1.9900 -7.0630
H -8.1552 -2.1071 -5.9097
H -9.0667 -0.6588 -5.5145
H -8.6449 -3.8926 -2.7178
H -7.5106 -3.7050 -4.0565
H -9.1428 -4.2386 -4.3819
H -7.8722 -0.2284 -3.4451
H -6.8424 -1.6241 -3.7580
H -7.7073 -1.4877 -2.2187
H -12.5701 -1.5979 -1.9738
H -13.5772 -1.9049 -3.3982
H -12.6385 -0.4085 -3.2767
C 5.3819 0.8218 -2.6182
C 3.9021 1.2281 -2.4499
C 3.5917 2.5506 -3.1623
C 4.1377 3.7838 -2.4498
C 3.6487 3.8208 -1.0039
C 3.9890 2.5468 -0.2271
N 3.5170 1.3459 -1.0035
O 2.2652 1.1324 -0.8246
C 5.4958 2.5094 0.0665
C 3.2799 2.5477 1.1235
C 3.0750 0.1188 -3.0906
H 5.4683 -0.2634 -2.6775
H 5.7896 1.2420 -3.5385
H 6.0225 1.1340 -1.8035
H 2.5047 2.6511 -3.2471
H 3.9804 2.4891 -4.1809
H 5.2306 3.7977 -2.4930
H 3.7992 4.6812 -2.9711
H 4.0822 4.6704 -0.4707
H 2.5633 3.9626 -0.9998
H 5.8075 1.5320 0.4374
H 5.7315 3.2413 0.8397
H 6.1096 2.7688 -0.7936
H 2.2060 2.6796 1.0200
H 3.6741 3.3700 1.7216
H 3.4612 1.6142 1.6577
H 3.1918 -0.8187 -2.5467
H 3.4344 -0.0253 -4.1114
H 2.0165 0.3643 -3.1271
C -3.9496 0.1005 6.1697
C -3.5911 -0.6146 4.8499
C -3.9042 -2.1148 4.9145
C -2.9210 -2.9185 5.7602
C -1.4909 -2.6871 5.2769
C -1.1010 -1.2075 5.2522
N -2.1448 -0.4332 4.4912
O -1.9564 -0.5029 3.2260
C -0.9170 -0.6961 6.6900
C 0.2372 -1.0196 4.5454
C -4.4522 0.0223 3.7645
H -4.3000 1.1124 5.9651
H -4.7479 -0.4330 6.6867
H -3.1215 0.1986 6.8596
H -3.8933 -2.5152 3.8954
H -4.9234 -2.2350 5.2873
H -3.0239 -2.6580 6.8174
H -3.1622 -3.9799 5.6813
H -0.7775 -3.2166 5.9128
H -1.3860 -3.1010 4.2691
H -0.8416 0.3919 6.7120
H 0.0125 -1.1052 7.0859
H -1.7071 -1.0067 7.3691
H 0.2369 -1.4505 3.5478
H 1.0124 -1.5131 5.1324
H 0.4875 0.0386 4.4615
H -4.1854 1.0694 3.6205
H -5.4941 -0.0284 4.0868
H -4.3584 -0.4906 2.8103
C 11.9701 1.6373 0.8313
C 10.5033 2.0944 0.9947
C 10.2752 3.4763 0.3718
C 10.8648 4.6259 1.1829
C 10.3434 4.5867 2.6174
C 10.5970 3.2458 3.3097
N 10.0834 2.1285 2.4355
O 8.8110 1.9965 2.5588
C 12.0919 3.1057 3.6401
C 9.8499 3.1852 4.6378
C 9.6581 1.0669 0.2488
H 12.0135 0.5566 0.6948
H 12.4186 2.1044 -0.0462
H 12.6027 1.8617 1.6800
H 9.1967 3.6363 0.2680
H 10.6887 3.4681 -0.6389
H 11.9577 4.5855 1.1636
H 10.5853 5.5743 0.7204
H 10.8050 5.3736 3.2190
H 9.2668 4.7838 2.6080
H 12.3309 2.0862 3.9456
H 12.3266 3.7695 4.4724
H 12.7494 3.3901 2.8224
H 8.7879 3.3803 4.5169
H 10.2664 3.9401 5.3058
H 9.9677 2.2068 5.1051
H 9.7377 0.0845 0.7144
H 10.0431 0.9969 -0.7705
H 8.6076 1.3467 0.2065
*
```

Properties
* Kohn-Sham gap (spin up / spin down): 8.183 / 9.207 eV
* ⟨S²⟩: 6.02
* LUMO energy (spin up / spin down): 0.32 / 0.27 eV
* total energy: -2864.6957 hartree

Atomic partial charges in e from the Löwdin method, atoms 1 to 4: 0.175, -0.242, -0.280, -0.157

=====

3.
Computed, not measured: a 7-piece molecular cluster, C43H85BClFN2O18S6 overall in a non-equilibrium geometry, with ωB97M-V with the def2-TZVPD basis set.

Structure (ORCA input):
```
! RIJCOSX wB97M-V def2-TZVPD def2/J DEFGRID3
* xyz 0 1
C 10.0278 -1.8445 2.2207
C 9.2192 -1.0604 2.6349
C 8.1865 -0.0757 2.9662
C 6.7493 -0.6625 2.9134
O 6.6299 -1.7877 2.1104
C 6.6727 -1.5432 0.7150
C 7.0194 -2.8365 0.0010
C 5.9868 -3.9576 0.1589
C 4.5192 -3.5094 0.0226
O 5.8829 0.3644 2.4258
C 4.9630 0.8451 3.3117
F 4.2653 -0.1896 3.8505
Cl 5.7818 1.6928 4.6885
C 4.0206 1.8198 2.6003
N 3.0249 2.3091 3.5788
C 3.2851 1.0821 1.4605
O 2.1846 0.3532 1.9531
C 1.9357 -0.8204 1.1905
C 0.4710 -1.1692 1.2901
O 0.1138 -1.4972 2.6130
C -0.9475 -0.6965 3.1208
C -2.2632 -1.1596 2.4921
O -3.3840 -0.3430 2.7653
C -3.2387 1.0262 2.4316
C -2.6422 1.3200 1.0472
B 4.7388 3.0859 1.9152
O 3.8673 4.1239 1.5463
N 6.1702 3.2107 1.6712
C 6.5465 2.4649 0.4285
C 6.5776 4.6212 1.5314
H 10.9152 -2.3334 1.9019
H 8.3554 0.2859 3.9790
H 8.2781 0.7724 2.2918
H 6.4702 -0.9735 3.9152
H 5.7155 -1.1740 0.3423
H 7.4205 -0.7897 0.4485
H 7.1358 -2.6053 -1.0605
H 7.9870 -3.1919 0.3563
H 6.1114 -4.4755 1.1090
H 6.1723 -4.7020 -0.6174
H 4.4561 -2.6386 -0.6327
H 3.9006 -4.2845 -0.4218
H 4.1344 -3.2155 0.9974
H 3.3353 3.2000 3.9522
H 2.1711 2.5309 3.0805
H 2.9694 1.8107 0.7035
H 3.9830 0.3897 0.9840
H 2.5315 -1.6444 1.5974
H 2.2136 -0.6788 0.1430
H -0.0898 -0.3235 0.8830
H 0.3083 -1.9995 0.5939
H -0.9802 -0.8893 4.1906
H -0.7155 0.3482 2.9129
H -2.1357 -1.3346 1.4202
H -2.4947 -2.1338 2.9232
H -4.2441 1.4448 2.4666
H -2.6651 1.5658 3.1916
H -3.0359 2.2567 0.6616
H -1.5681 1.4799 1.1622
H -2.7518 0.5020 0.3413
H 3.7314 4.0452 0.5887
H 6.9129 3.1508 -0.3294
H 5.6918 1.9077 0.0405
H 7.3183 1.7355 0.6675
H 6.1881 5.0876 0.6200
H 6.2286 5.2182 2.3697
H 7.6659 4.6602 1.4761
O 0.7731 3.9578 -3.3454
S 1.5378 4.4698 -2.2377
O 2.6440 3.7149 -1.6831
C 2.0930 6.1222 -2.6466
C 0.9653 7.0226 -2.1517
C 0.5606 6.4707 -0.7787
C 0.4211 4.9509 -0.9188
H 2.2737 6.1822 -3.7173
H 3.0170 6.3053 -2.0985
H 1.2839 8.0624 -2.0935
H 0.1174 6.9685 -2.8392
H 1.3396 6.7073 -0.0499
H -0.3704 6.9082 -0.4235
H 0.7046 4.4243 -0.0102
H -0.5864 4.6573 -1.2129
O 0.2378 -4.0204 -1.1194
S 0.4705 -5.4376 -0.9688
O 1.1822 -6.1882 -1.9742
C 1.2112 -5.6788 0.6311
C 0.0207 -5.8421 1.5692
C -0.9630 -6.7680 0.8332
C -1.0956 -6.2410 -0.6045
H 1.8328 -4.8200 0.8602
H 1.8201 -6.5816 0.5929
H 0.3248 -6.2449 2.5305
H -0.4513 -4.8715 1.7472
H -0.5733 -7.7879 0.8254
H -1.9348 -6.7929 1.3249
H -1.2627 -7.0263 -1.3375
H -1.8775 -5.4879 -0.6832
O -2.8362 6.1278 -0.9834
S -3.1734 5.1329 -1.9756
O -2.5348 3.8396 -1.9702
C -4.9463 4.9111 -1.9956
C -5.4453 5.9357 -3.0053
C -4.4676 5.8682 -4.1862
C -3.0453 5.8730 -3.6090
H -5.3387 5.0552 -0.9916
H -5.1400 3.8935 -2.3328
H -6.4682 5.7194 -3.3076
H -5.4275 6.9340 -2.5623
H -4.6323 4.9433 -4.7424
H -4.6121 6.6956 -4.8787
H -2.3498 5.2814 -4.2005
H -2.6601 6.8832 -3.4808
O -9.7217 3.2658 -4.5415
S -9.0192 3.2023 -3.2868
O -8.5274 4.4045 -2.6546
C -10.0109 2.2734 -2.1214
C -9.5710 0.8271 -2.3286
C -8.0414 0.8672 -2.4489
C -7.6905 1.9995 -3.4182
H -11.0631 2.4510 -2.3302
H -9.7612 2.6274 -1.1216
H -9.8967 0.1917 -1.5061
H -10.0064 0.4357 -3.2509
H -7.6050 1.0676 -1.4679
H -7.6344 -0.0789 -2.8025
H -6.7532 2.4878 -3.1654
H -7.6586 1.6487 -4.4487
O -8.0332 -1.6498 -7.5592
S -7.3388 -1.7171 -6.3006
O -6.8667 -0.5182 -5.6512
C -8.3247 -2.6750 -5.1530
C -7.8651 -4.1123 -5.3743
C -6.3354 -4.0508 -5.4872
C -5.9921 -2.8993 -6.4408
H -9.3783 -2.5093 -5.3657
H -8.0848 -2.3309 -4.1468
H -8.1859 -4.7616 -4.5612
H -8.2915 -4.4990 -6.3021
H -5.9045 -3.8559 -4.5032
H -5.9189 -4.9904 -5.8459
H -5.0634 -2.3997 -6.1778
H -5.9556 -3.2261 -7.4779
O 2.5502 -4.9983 3.1033
S 2.1466 -5.3295 4.4466
O 1.0660 -6.2539 4.6946
C 3.5918 -5.8439 5.3655
C 4.1434 -4.5436 5.9445
C 2.9261 -3.7575 6.4505
C 1.8608 -3.8024 5.3476
H 4.2792 -6.3535 4.6943
H 3.2566 -6.5229 6.1490
H 4.8610 -4.7374 6.7400
H 4.6524 -3.9757 5.1627
H 2.5401 -4.2281 7.3571
H 3.1838 -2.7293 6.6987
H 0.8486 -3.8182 5.7431
H 1.9690 -2.9814 4.6397
*
```

Properties
* SMILES: C#CC[C@H](OCCCC)O[C@@](F)(Cl)[C@](N)(COCCOCCOCC)B(O)N(C)C.O=S1(=O)CCCC1.O=S1(=O)CCCC1.O=S1(=O)CCCC1.O=S1(=O)CCCC1.O=S1(=O)CCCC1.O=S1(=O)CCCC1
* Kohn-Sham gap: 9.111 eV
* LUMO energy: 0.23 eV
* total energy: -6127.1794 hartree

Atomic partial charges in e from the Löwdin method, atoms 1 to 4: 0.116, -0.119, -0.109, -0.346